# 1
Formula: C2H2S5
Source: the OMol25 dataset
Level of theory: ωB97M-V with the def2-TZVPD basis set

Each line ends with the natural charge from an NBO analysis.
Atoms and positions in Å:
C 0.080104 -0.703707 -0.216573  -0.43
C 0.085812 0.670709 -0.177297  -0.38
S -1.443109 -1.612735 -0.313789  0.19
S -1.404899 1.554443 -0.223787  0.20
S -2.477354 -0.106525 0.639596  -0.01
S 1.523335 -1.645712 -0.274715  0.06
S 1.572374 1.636496 0.065154  0.08
H 1.180441 -2.569899 0.743604  0.15
H 0.883292 2.776927 -0.242190  0.13

Forces on the atoms, in the same order (eV/Å):
-0.1367 1.7592 0.2493
0.9265 -2.0070 0.4019
0.0782 0.7126 -0.2083
-1.2218 -1.0005 0.1912
0.0421 0.9280 -0.1940
0.3353 -1.3422 0.9584
-1.0256 0.1871 -0.5256
0.3630 1.1052 -1.1162
0.6391 -0.3425 0.2432

## Properties
**SMILES**: SC1=C(S)SSS1
**Spin multiplicity**: 1
**Max |F|**: 2.25 eV/A
**E_HOMO**: -7.948 eV
**LUMO**: -0.543 eV
**Orbital gap**: 7.405 eV



# 2
Formula: H10O5
Source: the OMol25 dataset
Level of theory: ωB97M-V with the def2-TZVPD basis set

Each line ends with the natural charge from an NBO analysis.
Atoms and positions in Å:
O 1.529600 0.983400 -2.106400  -0.94
H 1.263600 0.078400 -2.208400  0.47
H 2.095600 1.161400 -2.808400  0.47
O 0.118600 0.801400 0.710600  -0.99
H -0.756400 1.026400 0.921600  0.50
H 0.538600 1.511400 0.221600  0.50
O -0.674400 -1.753600 -0.278400  -0.94
H 0.052600 -1.874600 -0.904400  0.45
H -0.487400 -0.865600 -0.066400  0.47
O 1.791600 -1.247600 1.225600  -0.98
H 2.066600 -1.407600 2.116600  0.46
H 1.177600 -0.495600 1.237600  0.49
O -2.538400 0.841400 0.669600  -0.95
H -3.054400 0.436400 1.356600  0.48
H -3.123400 0.804400 -0.087400  0.49

Forces on the atoms, in the same order (eV/Å):
-1.4367 0.2087 2.0039
-0.1709 -0.6343 -0.0136
1.5832 0.5104 -1.9136
2.3312 -0.5195 -0.2569
-2.1229 0.7191 0.2254
-0.0381 0.0977 -0.1734
-0.0673 -1.4894 -1.2708
-0.1500 -0.7509 0.1550
-0.0466 2.0136 0.9683
0.1140 0.0021 -0.7113
0.1672 -0.0560 0.7039
0.1464 -0.1195 0.1482
-0.1543 0.3065 -0.1114
-0.2359 -0.3283 0.6579
0.0807 0.0398 -0.4118

## Properties
**SMILES**: O.O.O.O.O
**Spin multiplicity**: 1
**Max |F|**: 2.54 eV/A
**E_HOMO**: -10.181 eV
**LUMO**: 0.514 eV
**Orbital gap**: 10.696 eV



# 3
Formula: C27H78N12O9
Source: the OMol25 dataset
Level of theory: ωB97M-V with the def2-TZVPD basis set

Each line ends with the Mulliken charge.
Atoms and positions in Å:
C -5.022388 2.694164 -1.553478  0.77
O -4.721908 2.554964 -2.697208  -0.60
N -4.240098 3.179014 -0.638218  -0.44
N -6.237708 2.484114 -1.069298  -0.38
H -4.654358 3.104434 0.279892  0.17
H -3.311928 3.282754 -1.022718  0.22
H -7.049388 2.221894 -1.610158  0.21
H -6.458868 2.708514 -0.109698  0.10
C -5.453998 -1.051846 -3.442708  0.51
O -4.926138 -2.079666 -3.872558  -0.68
N -6.392198 -0.383706 -4.051858  -0.39
N -4.956848 -0.424496 -2.446858  -0.23
H -6.918788 0.439764 -3.797488  0.17
H -6.438968 -0.709516 -5.006718  0.21
H -4.034868 -0.772226 -2.225168  0.11
H -5.265368 0.520494 -2.268238  0.16
C 5.640612 -4.205696 1.784372  0.62
O 6.159622 -3.805456 0.736302  -0.73
N 6.326032 -4.859646 2.674722  -0.38
N 4.384672 -4.086096 2.024462  -0.41
H 7.208762 -5.297696 2.453372  0.24
H 6.011452 -4.960946 3.629122  0.15
H 3.918662 -3.423936 1.420752  0.24
H 4.155562 -4.035466 3.006832  0.23
C 1.635232 -1.076436 0.139622  -0.72
C 1.206762 0.411384 -0.135198  1.27
C -0.040108 0.813624 0.612072  -0.94
O -1.215948 0.000494 0.442832  -0.44
C -1.620758 -0.092216 -0.934498  0.31
N 2.416462 1.192234 0.242822  0.01
H 0.956232 -1.831026 -0.257438  -0.14
H 1.745552 -1.373796 1.182452  0.47
H 2.522072 -1.384006 -0.414468  0.14
H 0.908392 0.686644 -1.146778  -0.50
H -0.232508 1.842264 0.307112  0.37
H 0.121642 0.788024 1.689702  0.10
H -0.841928 -0.657836 -1.445988  -0.02
H -1.682978 0.869674 -1.443408  0.00
H -2.543068 -0.673106 -0.934338  0.01
H 2.973832 0.852574 1.013582  0.16
H 2.882932 1.676384 -0.510908  0.11
C -0.976958 -0.565236 5.734082  -1.48
C -2.259318 -0.012376 5.067562  0.45
C -3.425698 0.358884 5.942662  -0.77
O -4.481698 0.715694 5.129262  -0.25
C -5.811528 0.466064 5.653832  -0.78
N -1.885968 1.008564 4.012592  -0.45
H -0.234208 -0.960616 5.041192  0.33
H -1.224768 -1.439526 6.335992  0.45
H -0.525088 0.226484 6.331652  0.31
H -2.738008 -0.824456 4.520312  0.39
H -3.105278 1.201444 6.555472  0.29
H -3.625468 -0.507346 6.573412  0.39
H -5.829458 -0.485176 6.185732  0.32
H -6.539718 0.422324 4.843942  0.25
H -6.162208 1.201724 6.377662  0.29
H -2.721918 1.266504 3.507872  0.21
H -1.313618 0.658074 3.257832  -0.02
C -1.086328 -3.544076 -1.620408  -1.17
C -2.368308 -4.334286 -1.799198  0.53
C -2.690588 -5.049026 -3.193778  -0.89
O -1.487668 -5.611696 -3.597418  -0.28
C -1.587498 -6.342356 -4.773928  -0.87
N -2.204898 -5.394146 -0.798578  -0.88
H -0.185648 -4.157966 -1.615088  0.38
H -1.008938 -2.887186 -0.754028  0.41
H -0.954798 -2.974286 -2.540268  0.03
H -3.259048 -3.726586 -1.639818  0.24
H -3.164198 -4.391156 -3.922488  0.39
H -3.436338 -5.830896 -3.050128  0.48
H -2.072038 -5.909726 -5.649228  0.31
H -1.944208 -7.358476 -4.605528  0.31
H -0.552578 -6.484736 -5.084988  0.27
H -1.385218 -5.865636 -1.153448  0.32
H -1.965208 -4.879726 0.036902  0.30
C 0.287162 3.012744 -3.221238  -0.79
C 0.271882 2.673794 -4.660838  0.91
C -0.211988 1.280504 -4.997928  -0.92
O 0.739702 0.305494 -4.519338  -0.10
C 0.591592 -1.031106 -4.970388  -0.97
N -0.581108 3.687864 -5.388548  -0.69
H 1.284842 2.842154 -2.816718  0.09
H -0.338908 2.403234 -2.569598  -0.16
H 0.063552 4.066234 -3.053138  0.52
H 1.298042 2.625134 -5.025168  0.14
H -0.505288 1.222074 -6.046098  0.32
H -1.127208 1.061424 -4.447938  0.27
H -0.437768 -1.367026 -5.095558  0.38
H 1.037742 -1.774756 -4.310058  0.25
H 1.067902 -1.147896 -5.943828  0.34
H -0.273888 3.889064 -6.329428  0.23
H -0.614558 4.580254 -4.916728  0.22
C 0.410792 5.473234 5.487472  -1.39
C 0.178812 4.018264 5.039672  0.42
C 1.526522 3.243894 4.793062  -0.46
O 2.136532 3.746644 3.561642  -0.39
C 3.225692 2.947664 3.046982  -0.71
N -0.699928 3.173674 5.844742  -0.62
H 1.031322 5.985894 4.752472  0.31
H 0.854962 5.532054 6.481132  0.36
H -0.451078 6.089324 5.743802  0.41
H -0.243638 3.855484 4.048142  0.17
H 1.274082 2.239344 4.453552  0.23
H 2.178302 3.227574 5.666572  0.27
H 3.207952 1.905084 3.364482  0.29
H 4.196532 3.289164 3.406082  0.38
H 3.396652 3.015264 1.972602  0.21
H -1.486058 3.684064 6.221032  0.23
H -1.090418 2.482144 5.220722  0.34
C 4.561382 -0.126756 -3.177118  -1.17
C 5.543592 -0.664886 -2.008928  0.26
C 5.756722 0.394524 -0.845348  -0.43
O 5.726462 1.714214 -1.270378  -0.27
C 6.626252 2.586054 -0.536748  -0.84
N 5.032712 -2.013406 -1.519638  -0.38
H 4.706602 0.895734 -3.525728  0.36
H 3.598232 -0.114576 -2.666928  0.08
H 4.592892 -0.827646 -4.011298  0.44
H 6.481172 -0.812616 -2.544848  0.19
H 6.678102 0.182684 -0.302858  0.50
H 4.931252 0.310624 -0.138498  0.05
H 7.610812 2.216954 -0.823998  0.37
H 6.450422 2.543454 0.538132  0.29
H 6.401402 3.538784 -1.016148  0.25
H 4.972892 -2.779406 -2.175208  0.21
H 5.431362 -2.409366 -0.680358  0.14

Forces on the atoms, in the same order (eV/Å):
-1.4736 0.6676 -0.5804
0.7073 -0.8027 -2.9298
1.7893 0.7317 1.3956
-3.7157 -1.0322 1.2121
1.7020 0.4487 0.2988
0.3462 0.2252 1.3350
0.5617 0.1219 -0.2286
0.0017 -0.0959 -0.2931
1.7689 -1.9289 -1.5481
-0.5747 -0.4110 -0.3964
-3.3845 0.2702 -3.4962
1.8756 1.4225 4.4436
0.6803 -0.2564 0.1812
-0.7668 0.2687 0.0458
-0.2602 0.5048 0.5145
0.7763 -0.2112 0.0075
3.2404 0.8090 -3.9098
-0.0917 -0.1507 -0.0888
2.3894 -2.0886 3.2518
-4.6307 1.2618 1.2313
-0.1769 0.5583 -0.1232
-0.0338 -0.2264 -0.3405
-0.1443 0.0067 0.1453
-0.5830 -0.1022 -0.1974
-0.9872 -0.5987 -1.5846
2.0117 -1.4542 0.9225
-0.5635 0.0636 1.1623
0.3796 0.6072 -0.7603
0.9937 -0.6725 0.8059
-1.8032 0.8620 -0.3195
-0.7399 0.1626 0.0559
0.0608 0.6732 0.2780
0.4917 0.6568 0.1637
0.8988 -0.7149 -0.5565
-0.3132 0.3026 0.1299
0.2006 0.1661 0.0794
-0.2068 -0.1586 -0.4056
-0.4088 0.2624 0.1883
0.0403 0.2826 -0.0940
-0.1210 -0.0549 -0.5006
0.1827 -0.3185 0.3293
-0.9125 0.3646 0.2385
0.9927 -1.3462 -2.6907
1.6246 0.9725 0.8152
-2.2513 -0.0070 -0.4777
0.8147 -0.1889 0.0918
-0.6888 0.3361 1.0591
-0.1745 0.4071 -0.4312
-0.1201 0.1862 0.3975
0.1576 -0.1535 0.1584
0.3080 -0.6191 -0.2892
-0.2801 0.2460 0.5573
-0.2105 -0.0627 0.1536
0.0655 -0.2483 -0.1090
0.3592 0.0705 -0.1698
0.3213 0.4181 -0.0325
-0.4249 0.2107 0.2310
0.3655 -0.6820 0.3605
0.4890 0.9740 -2.4328
-0.5369 -1.1031 -0.4795
0.2631 1.0337 1.8696
0.1515 0.3405 -0.6098
1.6551 -1.1134 -0.5774
-1.4736 -0.3208 -0.0697
-0.2163 -0.4396 0.1027
-0.5651 -0.0735 0.0300
0.2243 0.7913 0.0527
0.0043 0.0777 0.4884
0.4791 0.5344 -0.1963
-0.1274 -0.1907 0.5644
-0.5242 0.5273 0.3780
-0.5698 -0.0479 0.1067
0.1397 -0.0692 -0.1789
0.2465 -0.4063 0.5320
0.3064 -0.5023 0.4126
0.7125 0.0029 1.6730
-0.3750 0.5002 -1.8858
-0.8933 -1.0726 1.0692
0.1220 0.3225 -0.1448
-0.2277 0.0184 -0.6747
0.3435 -0.8572 0.2423
0.1381 0.0968 0.0429
-0.4701 0.0096 -0.2947
-0.0644 -0.0382 0.0832
0.2795 0.6253 -0.1510
0.6105 -0.2754 -0.3366
-0.4547 0.2003 0.0431
-0.3937 0.3669 0.1064
0.2911 0.5440 0.4044
0.1041 0.0042 -0.1973
0.1379 -0.3138 -0.0965
0.1403 -0.1440 0.2333
-0.2198 -0.4426 0.4288
0.6217 -0.8979 -0.9847
-0.4617 0.1456 -1.4024
0.7629 -0.1333 0.1190
0.4797 0.6321 0.8845
0.4764 0.2156 1.2534
-0.0119 0.0175 0.1636
0.8500 -0.5349 -0.0634
-0.6919 -0.2482 -0.9194
0.0055 1.4642 -0.5963
-0.3101 -0.4498 0.9168
0.2901 0.1425 -0.0533
-0.5929 -0.2242 -0.1129
0.0740 0.4053 0.6663
-1.1141 0.0863 -0.0961
0.0463 0.2810 0.0466
-0.1638 -0.3349 -0.0913
0.2720 -0.5559 2.2736
-0.4987 -0.0774 -1.2843
-0.8893 -1.7063 -0.0923
0.2924 1.0163 -0.3227
-0.8892 -1.1609 -1.7988
-0.4522 1.7006 0.2476
0.6094 -0.1427 0.1292
-0.4441 -0.2417 -0.4817
-0.2000 0.0328 0.0934
0.4785 0.1120 0.3331
0.2435 -0.2055 -0.0604
-0.1416 -0.6238 0.2423
0.4131 0.4593 0.4940
0.0032 0.1915 0.0240
0.3956 0.2430 0.6159
0.2378 0.5282 -0.5095
0.5171 0.3417 0.1411

## Properties
**SMILES**: COC[C@H](C)N.COC[C@H](C)N.COC[C@H](C)N.COC[C@H](C)N.COC[C@H](C)N.COC[C@H](C)N.NC(N)=O.NC(N)=O.NC(N)=O
**Spin multiplicity**: 1
**Max |F|**: 5.14 eV/A
**E_HOMO**: -8.373 eV
**LUMO**: 0.129 eV
**Orbital gap**: 8.502 eV



Q: What is the LUMO in the first record?
A: -0.543 eV



Q: Which of these has the lowest E_HOMO?
A: H10O5



Q: Number 1 is which compound?
A: C2H2S5



Q: What is the formula in the first record?
A: C2H2S5